Formula: C44H26N8NaOS
Source: OMol25
Level of theory: ωB97M-V/def2-TZVPD

Calculated values
HOMO energy (spin up / spin down): -3.21 / -3.20 eV
net charge: -1
frontier orbital gap (spin up / spin down): 0.1848 / 0.1839 Eh
largest force on an atom: 0.77 eV/Å

Each line ends with the Löwdin charge.
Element x y z (Å)
Na1 -0.405958 0.435693 0.505094  0.1347
C1 -5.491926 4.162839 0.528880  -0.0993
C2 -6.139956 3.004510 0.091998  -0.0983
C3 -5.523411 1.760678 0.188549  -0.0227
C4 -4.254494 1.711423 0.736341  -0.1008
C5 -3.304850 0.598049 0.976968  -0.2794
N1 -3.610628 -0.667982 0.748786  0.1936
C6 -2.680395 -1.648790 0.755254  -0.2586
C7 -2.998645 -3.065559 0.938960  -0.1091
C8 -4.182833 -3.740372 1.206028  -0.0292
C9 -4.125067 -5.115193 1.371727  -0.1055
C10 -2.903396 -5.801327 1.291431  -0.1053
C11 -1.717895 -5.125447 1.044630  -0.0301
C12 -1.779689 -3.749480 0.857447  -0.1087
C13 -0.759940 -2.723305 0.630669  -0.2831
N2 0.556458 -2.988528 0.528487  0.1900
C14 1.487756 -2.055332 0.705279  -0.2948
N3 1.319267 -0.772035 1.101844  0.1384
C15 2.525589 -0.213007 1.357315  -0.2877
N4 2.784283 0.961257 1.922985  0.1910
C16 1.828614 1.855102 2.235446  -0.2682
N5 0.576066 1.944914 1.731336  0.1357
C17 -0.105085 2.903187 2.387789  -0.2640
N6 -1.393837 3.263689 2.190198  0.1862
C18 -2.277143 2.431524 1.660185  -0.2765
N7 -2.170289 1.090966 1.526438  0.1284
C19 -3.609044 2.865333 1.170266  -0.1017
C20 -4.212627 4.105730 1.071795  -0.0250
C21 0.790087 3.572423 3.334443  -0.1118
C22 0.603849 4.608406 4.240828  -0.0288
C23 1.680019 4.979381 5.033363  -0.1051
C24 2.911973 4.315141 4.934686  -0.1046
C25 3.091238 3.268826 4.041980  -0.0297
C26 2.018717 2.910417 3.234794  -0.1118
C27 3.585107 -1.176855 1.004094  -0.1139
C28 4.968550 -1.095602 1.010843  -0.0317
C29 5.686613 -2.200643 0.573635  -0.1005
C30 5.030855 -3.366240 0.156426  -0.1025
C31 3.644064 -3.450145 0.169311  -0.0306
C32 2.932073 -2.337666 0.591483  -0.1177
N8 -1.358829 -1.516820 0.525486  0.1029
H1 -5.993416 5.118719 0.437995  0.0907
H2 -7.133960 3.079960 -0.332045  0.0908
H3 -6.011434 0.856083 -0.151769  0.1073
H4 -5.118910 -3.201302 1.280595  0.1057
H5 -5.033531 -5.669609 1.574955  0.0889
H6 -2.889294 -6.875175 1.435536  0.0888
H7 -0.767970 -5.642968 0.996060  0.1046
H8 -3.697371 4.997383 1.406376  0.1070
H9 -0.354848 5.105500 4.319750  0.1055
H10 1.568915 5.788304 5.745214  0.0888
H11 3.731697 4.622683 5.572920  0.0890
H12 4.032809 2.739100 3.969563  0.1047
H13 5.463978 -0.189289 1.336924  0.1084
H14 6.769457 -2.165391 0.556824  0.0902
H15 5.617549 -4.214292 -0.176070  0.0898
H16 3.126055 -4.348040 -0.145283  0.1071
O1 -1.001176 0.644359 -1.577918  -0.4895
S1 -0.376441 -0.590821 -2.152844  1.0528
C33 -0.553381 -0.457442 -3.938180  -0.3614
C34 -0.509700 -1.606393 -4.707966  -0.0859
C35 -0.619820 -1.497775 -6.088480  -0.0842
C36 -0.795214 -0.251567 -6.673226  -0.0910
C37 -0.868106 0.890373 -5.881104  -0.0748
C38 -0.749595 0.792529 -4.504042  -0.0587
C39 1.414324 -0.286269 -2.178130  -0.3484
C40 1.883981 0.944937 -1.759774  -0.0643
C41 3.255368 1.176042 -1.761581  -0.0621
C42 4.131254 0.183970 -2.175983  -0.0816
C43 3.641900 -1.054183 -2.579161  -0.0770
C44 2.278838 -1.295248 -2.574967  -0.0802
H17 -0.396132 -2.575993 -4.236668  0.1107
H18 -0.582512 -2.388194 -6.703004  0.1012
H19 -0.887694 -0.169142 -7.748736  0.0981
H20 -1.019707 1.859647 -6.339088  0.1027
H21 -0.815864 1.661775 -3.861123  0.1151
H22 1.191230 1.705237 -1.417015  0.1136
H23 3.633491 2.126857 -1.408499  0.1099
H24 5.199028 0.360859 -2.155619  0.1035
H25 4.325252 -1.843447 -2.864974  0.1058
H26 1.895738 -2.270901 -2.852937  0.1143

Cartesian forces, eV/Å:
0.28 0.29 0.08
0.01 -0.05 -0.01
0.07 -0.01 0.02
-0.06 0.06 0.00
0.00 -0.17 0.02
-0.04 -0.11 0.15
0.28 -0.05 -0.02
-0.04 0.19 -0.22
-0.13 0.05 0.05
0.01 -0.04 -0.04
0.07 -0.03 -0.01
-0.03 0.05 0.01
-0.07 0.02 -0.04
0.16 -0.05 0.03
0.18 -0.01 -0.25
-0.16 0.20 0.12
-0.07 0.01 0.00
0.23 -0.21 0.23
-0.07 0.06 -0.04
-0.28 0.02 0.03
0.17 -0.02 -0.18
0.01 -0.03 0.40
-0.17 0.08 -0.21
0.22 -0.19 -0.08
0.04 -0.03 0.09
-0.38 0.15 0.10
0.12 0.10 0.12
-0.05 0.03 -0.01
-0.15 0.07 0.03
0.07 0.01 0.00
0.03 -0.06 -0.04
-0.06 0.00 -0.03
-0.04 0.05 0.01
0.13 -0.10 0.00
0.04 0.12 0.09
0.02 -0.03 -0.03
-0.06 -0.03 -0.01
-0.02 0.05 0.01
0.06 0.03 0.00
-0.12 -0.11 0.00
-0.24 -0.33 0.55
-0.01 0.00 0.00
0.00 0.00 0.00
0.01 0.01 0.00
0.01 0.01 0.00
0.01 -0.01 0.00
0.00 0.00 0.00
-0.01 0.00 0.01
0.00 -0.01 0.00
0.00 -0.01 -0.01
0.01 0.00 0.00
0.00 0.00 0.00
-0.01 0.00 0.00
-0.01 -0.01 0.00
0.00 -0.01 0.00
0.01 0.00 0.00
0.00 0.01 0.01
0.20 -0.17 -0.72
0.18 0.09 -0.34
-0.13 0.12 0.10
0.02 -0.01 -0.06
-0.01 0.01 0.01
0.00 0.03 0.04
0.00 -0.03 -0.03
0.00 -0.05 -0.06
-0.20 0.04 0.05
0.07 0.04 -0.01
-0.04 0.00 0.02
-0.06 -0.04 -0.02
0.06 0.06 0.00
-0.04 -0.06 0.02
0.00 0.02 0.01
0.00 0.01 0.00
0.00 0.00 0.00
0.00 -0.01 -0.01
0.00 -0.02 0.01
0.00 -0.03 -0.02
0.00 -0.01 0.00
-0.01 -0.01 0.00
0.00 0.01 0.01
-0.01 0.02 0.01